No. 1
The following is a DFT calculation (ωB97M-V/def2-TZVPD) of a structure of composition C5H12N2O at a distorted geometry.

Its energy relative to the best compared isomer or geometry (same formula, charge and spin) is 58.81 kcal per mole. The total energy is -10405.8736 eV. Its LUMO energy is 0.81 eV. Its HOMO energy is -7.401 eV.

ORCA input file:
```
! wB97M-V def2-TZVPD RIJCOSX def2/J DEFGRID3
* xyz 0 1
O 1.58408 1.09403 -0.77014
N 0.75821 -2.17175 0.55792
N 1.78170 -0.31779 1.27696
C -1.87385 0.01168 0.15901
C -0.48183 1.77986 -1.75608
C 0.27933 0.87083 -0.82053
C 0.38508 -0.76695 1.04823
C -0.37125 0.07464 0.08025
H -0.02334 -2.81315 0.64640
H -1.20128 1.21957 -2.35321
H -1.03620 2.53804 -1.20159
H 1.98159 0.44073 0.14913
H 1.84619 0.23680 2.12327
H -0.16896 -0.92083 1.98443
H 2.13608 -1.39818 1.16588
H -2.20432 -0.42597 1.10269
H 0.23332 2.27232 -2.40964
H -2.31975 1.00412 0.09939
H 0.99993 -2.14559 -0.42846
H -2.30471 -0.58241 -0.65389
*
```

=====

No. 2
The following is a DFT calculation (ωB97M-V/def2-TZVPD) of the molecule C4H4N2O at a distorted geometry.

Its structure (SMILES) is N#CCOCC#N. Its energy relative to the best compared isomer or geometry (same formula, charge and spin) is 38.34 kcal per mole. The total energy is -9238.8253 eV. Its LUMO energy is 0.53 eV. Its HOMO energy is -11.649 eV.

ORCA input file:
```
! wB97M-V def2-TZVPD RIJCOSX def2/J DEFGRID3
* xyz 0 1
O 0.75643 0.03114 -0.89695
N -0.03787 1.46954 2.13603
N -2.05702 -1.85901 -0.11111
C 0.17041 1.24565 -0.48115
C -0.95310 -1.51973 -0.14140
C 0.06659 1.38835 0.98746
C 0.47157 -1.11483 -0.13463
H -0.83363 1.37355 -0.90804
H 0.81999 2.03462 -0.86910
H 1.06268 -1.91605 -0.58237
H 0.78372 -0.98965 0.91017
*
```

=====

No. 3
The following is a DFT calculation (ωB97M-V/def2-TZVPD) of a structure of composition C16H32Br2IN2PtSi at a distorted geometry.

Its energy relative to the best compared isomer or geometry (same formula, charge and spin) is 0.00 kcal per mole. The total energy is -179395.3039 eV. Its LUMO energy is -3.02 eV. Its HOMO energy is -11.924 eV.

ORCA input file:
```
! wB97M-V def2-TZVPD RIJCOSX def2/J DEFGRID3
* xyz 1 1
Pt 1.67490 -0.43895 0.18405
I 4.84639 4.70313 0.33789
Br 2.91995 -0.57005 3.21152
Br 4.18488 -1.84755 0.54095
Si -0.59733 -0.27983 -0.14119
N 2.28489 1.40329 -0.29596
N 1.65543 2.34636 -1.00964
C 0.45620 -2.58495 1.02913
C -1.98405 -2.71973 0.51439
C -1.48805 1.80142 -2.06328
C -0.77232 2.07614 1.44178
C -1.06455 -0.04826 2.63439
C -2.90220 0.78053 1.16794
C 4.50021 -1.22866 2.35419
C -0.63209 -2.17516 0.02247
C -1.37544 0.66046 1.30284
C 3.41631 3.33360 -0.16178
C -2.55783 -0.41841 -2.13996
C 2.30575 3.51557 -0.95878
C -0.29440 -2.94435 -1.27518
C -0.22240 -0.11991 -2.97863
C 3.35475 1.99759 0.23356
C -1.21329 0.28695 -1.86463
H -1.94663 2.30857 -1.22042
H 0.79664 2.11826 -1.49040
H -3.30161 1.26207 2.06474
H -2.88748 -0.15923 -3.14918
H 4.03214 1.44121 0.85774
H 1.49671 -2.35016 0.67427
H 0.80159 0.20122 -2.76668
H 0.33218 -2.16584 2.02579
H 4.88748 -2.06733 2.91887
H 0.51034 -3.67218 1.11562
H -0.19675 -1.19357 -3.15502
H -0.96292 2.72566 0.58731
H -2.16870 1.92151 -2.90943
H -3.39304 -0.19094 1.07911
H -2.48528 -1.50332 -2.09636
H -2.80978 -2.41843 -0.13221
H -0.18319 -4.00449 -1.03613
H 0.63677 -2.61165 -1.73724
H -1.43763 0.56750 3.45672
H -1.53266 -1.02699 2.73382
H -3.34436 -0.10700 -1.45066
H -1.08294 -2.87266 -2.02334
H 5.22008 -0.42208 2.28784
H 0.30632 2.04468 1.61245
H -0.52422 0.35080 -3.91837
H -1.22147 2.56508 2.30962
H -1.95680 -3.81450 0.51039
H -2.22485 -2.41079 1.53120
H -3.20646 1.38743 0.31579
H -0.60397 2.35760 -2.38342
H 0.01066 -0.17068 2.78808
H 1.94416 4.38102 -1.48657
*
```

=====

No. 4
The following is a DFT calculation (ωB97M-V/def2-TZVPD) of a cluster of 12 separate species, C6H34NO12 in total at a distorted geometry.

Its energy relative to the best compared isomer or geometry (same formula, charge and spin) is 15.80 kcal per mole. The total energy is -32835.5322 eV. Its LUMO energy is 2.55 eV. Its HOMO energy is -6.084 eV.

ORCA input file:
```
! wB97M-V def2-TZVPD RIJCOSX def2/J DEFGRID3
* xyz -1 1
O 4.39582 1.00728 -0.87450
O 0.24456 -2.92224 3.86574
O 3.21979 2.81378 -2.69867
O 3.85717 -2.11885 -2.17116
O -0.20312 2.57840 2.18197
O 2.96023 -1.38072 0.41316
O -0.17225 1.03477 0.15213
O 1.45119 2.66679 -0.75719
O -1.87309 2.61756 -1.08754
O -4.31497 1.79297 -2.07900
O -2.54633 3.86602 1.64871
O 1.20704 -2.03326 -3.18730
N -0.73518 -0.80025 2.14194
C -0.21509 -0.31606 -0.20069
C -2.21841 -2.91714 -0.46509
C -2.11100 -3.29082 -1.73710
C -1.10266 -2.60204 0.49741
C -1.15409 -1.07003 0.80031
C -1.76000 -0.32056 3.06122
H -2.60640 0.05439 2.49020
H 1.06832 3.52818 -0.67185
H 0.48021 -3.08531 2.95107
H 0.00088 -1.99829 3.91741
H 3.61346 -1.19271 -2.26171
H 0.80297 1.91746 -0.39832
H 4.78494 1.51266 -0.16123
H -0.10711 1.79939 1.56017
H 0.14972 -0.35615 2.29155
H 1.93994 -2.35489 -2.64828
H -2.10700 -0.60615 0.51975
H -3.16682 -3.18867 0.00158
H -1.39260 0.56169 3.61602
H -2.92577 -3.60185 -2.35765
H -0.50948 -0.38535 -1.24434
H 2.57939 3.01566 -1.97173
H -1.70059 3.52984 2.00543
H -0.13395 -2.96633 0.15921
H -4.49784 0.89077 -1.79926
H 0.75893 -0.82122 -0.00643
H -1.39301 -3.09403 1.43122
H 0.65065 2.83998 2.52838
H 3.48095 -2.37907 -1.31927
H 3.93594 1.69019 -1.40517
H -1.16441 -3.17994 -2.25109
H -1.27430 1.88168 -0.78083
H -1.44588 3.34773 -1.48385
H -1.96984 -1.02476 3.87437
H -3.63355 2.09043 -1.44539
H 0.81516 -1.28574 -2.72930
H -2.58433 3.43957 0.78352
H 2.22922 -0.80872 0.65702
H 3.63854 -0.79204 0.07375
H 2.75404 2.41602 -3.42932
*
```

=====

No. 5
The following is a DFT calculation (ωB97M-V/def2-TZVPD) of a structure of composition C5H12Cl at a distorted geometry.

Its energy relative to the best compared isomer or geometry (same formula, charge and spin) is 40.38 kcal per mole. The total energy is -17898.8444 eV. Its LUMO energy (alpha / beta) is 1.14 / -2.26 eV. Its HOMO energy (alpha / beta) is -9.500 / -9.493 eV. Its expectation value of S² is 0.756.

ORCA input file:
```
! wB97M-V def2-TZVPD RIJCOSX def2/J DEFGRID3
* xyz 0 2
Cl -0.73107 0.39152 -3.09032
C 2.22082 -0.40772 1.43599
C -2.22562 -0.26182 -1.06329
C -0.13824 -0.21754 0.49543
C 1.23007 0.46781 0.68900
C -1.07346 0.49434 -0.44826
H -0.60105 -0.36761 1.49867
H 1.62878 0.65582 -0.30998
H -2.18624 -1.29597 -0.74855
H -3.19353 0.18462 -0.91049
H -0.45391 0.70417 -1.38305
H -1.76653 -0.16710 -2.27751
H -1.29867 1.48609 -0.04955
H 2.33619 -1.38734 0.96444
H 1.94174 -0.53885 2.47909
H 3.19854 0.07114 1.42780
H 0.02786 -1.23889 0.08702
H 1.08432 1.42732 1.20359
*
```

=====

No. 6
The following is a DFT calculation (ωB97M-V/def2-TZVPD) of a structure of composition C12H54FNO17Si2 at a distorted geometry.

The total energy is -68094.4175 eV. Its LUMO energy is -0.07 eV. Its HOMO energy is -8.511 eV.

ORCA input file:
```
! wB97M-V def2-TZVPD RIJCOSX def2/J DEFGRID3
* xyz 0 1
Si -2.87275 0.34122 0.31428
Si -2.91415 2.00819 2.62914
F -3.33480 1.55934 4.13817
O -3.75641 2.35781 -3.68619
O 3.64025 1.17483 -7.71305
O 6.52403 -0.70271 3.98948
O 1.58198 -5.04126 0.24184
O 0.65566 0.72097 4.70149
O -1.22347 -6.30523 -1.62847
O 4.77498 2.06338 -0.41261
O 7.85287 1.75880 5.77799
O -4.18919 4.75003 -1.80694
O 1.15471 -0.91753 -0.03004
O -3.78786 1.07745 1.58117
O -3.49024 -4.51871 -1.62009
O 3.48023 -0.30982 -5.08881
O -0.80135 2.90364 5.55916
O 0.63077 0.61695 -4.81793
O 2.40879 -2.20642 1.26551
O 3.72073 -2.59466 4.25009
N -1.60746 1.39492 -0.24875
C -1.67578 0.10181 -3.15062
C -0.93627 -1.14416 1.91319
C 2.28806 -0.04841 -0.23922
C -2.55840 4.56195 1.43534
C 1.33634 -1.80153 0.94050
C -4.08826 -0.04599 -1.06593
C 1.82566 1.34659 -0.66524
C -2.15253 -1.20256 -2.42571
C 0.08556 -2.29581 1.67490
C -2.22789 -1.27835 1.05877
C -3.63717 -1.20984 -1.99463
C -3.27348 3.81337 2.30360
H -1.46373 -1.50057 -1.62780
H -2.99656 -5.33766 -1.46143
H -3.85962 -2.21004 -1.58145
H 0.76704 1.55964 -4.67178
H 2.88912 0.08170 0.66038
H -1.49223 2.31140 5.23409
H 3.55286 -3.52908 4.41268
H -2.06004 -1.98636 -3.19155
H -4.11214 4.29356 2.82712
H 8.43008 1.07338 6.13088
H 4.57557 2.25082 0.51198
H -1.48775 4.73250 1.57110
H -3.07913 5.00679 0.58247
H -2.16855 -2.07303 0.30946
H 3.27239 -2.41617 3.41440
H -0.76334 1.36080 0.30694
H -1.90788 2.35422 -0.38941
H 0.46850 -2.63159 2.64044
H 5.74775 -1.23597 3.77717
H 0.99843 1.29706 -1.38320
H -0.34435 -3.14358 1.13236
H 3.65626 0.68443 -6.88105
H 2.88164 -0.45414 -1.06403
H 7.50711 1.37939 4.96062
H 5.63456 1.62780 -0.38233
H -0.60884 0.16303 -2.93924
H -4.95893 5.31288 -1.94631
H -4.22472 -1.12556 -2.92159
H 1.51640 0.23684 -4.74504
H 2.44495 -5.46876 0.25717
H -2.15374 0.99786 -2.77962
H 1.54861 0.37813 4.82557
H 2.77412 0.97736 -8.08569
H -4.46725 1.74847 -3.91365
H -0.75166 -5.46506 -1.68862
H 6.73931 -0.95845 4.89312
H -0.40616 -0.19713 1.78914
H 1.43647 1.89691 0.20336
H -3.45091 5.27313 -2.14028
H -1.75838 -0.04148 -4.22788
H -1.21595 -1.20419 2.96938
H -0.75069 -6.79079 -0.94315
H -5.00733 -0.38178 -0.55576
H -1.47697 1.79268 2.46012
H -4.02341 2.72623 -2.83379
H -4.41052 -4.80130 -1.65348
H 2.64825 1.91255 -1.09406
H 0.72644 1.66541 4.91020
H 3.95600 0.02353 -4.31827
H 1.77696 -4.11061 0.41298
H -0.67445 2.63205 6.47535
H 4.12549 -0.86661 -5.54180
H -4.40099 0.83706 -1.63103
H -3.03119 -1.58595 1.74440
*
```

=====

No. 7
The following is a DFT calculation (ωB97M-V/def2-TZVPD) of a cluster of 2 separate species, C4H12S in total.

Its structure (SMILES) is CSC.CC. Its energy relative to the best compared isomer or geometry (same formula, charge and spin) is 3.38 kcal per mole. The total energy is -15177.5596 eV. Its LUMO energy is 0.98 eV. Its HOMO energy is -8.532 eV.

ORCA input file:
```
! wB97M-V def2-TZVPD RIJCOSX def2/J DEFGRID3
* xyz 0 1
S -0.34114 0.34931 -1.50829
C -1.91451 -0.02239 -0.72788
C 1.83621 -0.87436 1.75816
C 0.57790 -1.63983 2.17747
C 0.18826 1.83024 -0.65051
H 1.49650 0.11623 1.46084
H 0.72461 -2.65786 2.51492
H -0.54640 2.64286 -0.62391
H 0.47900 1.65955 0.38310
H 1.06078 2.15666 -1.21272
H -1.90929 0.27604 0.31562
H 0.04801 -1.07854 2.95176
H -0.09428 -1.65374 1.32201
H 2.26472 -1.36202 0.88779
H -2.75031 0.49904 -1.19273
H -2.11705 -1.09364 -0.78694
H 2.54785 -0.79667 2.58202
*
```

=====

No. 8
The following is a DFT calculation (ωB97M-V/def2-TZVPD) of a cluster of 2 separate species, C5H11N4O in total at a distorted geometry.

Its energy relative to the best compared isomer or geometry (same formula, charge and spin) is 70.01 kcal per mole. The total energy is -13362.8421 eV. Its LUMO energy is -3.12 eV. Its HOMO energy is -12.503 eV.

ORCA input file:
```
! wB97M-V def2-TZVPD RIJCOSX def2/J DEFGRID3
* xyz 1 1
O 2.11988 -2.40909 0.09735
N 1.51853 2.09327 0.24631
N -2.14179 -0.23264 1.06293
N -3.30433 0.17335 0.78034
N 2.36058 -0.18403 -0.45344
C -3.22291 0.53398 -0.51140
C 0.07067 -1.13970 0.03549
C -2.01722 0.21214 -1.05058
C 1.69158 -1.22173 -0.18510
C -1.26066 -0.21875 0.02353
H -1.92893 -0.45827 2.00818
H 3.33328 -0.13643 -0.53230
H 1.81419 0.81641 -0.32881
H 0.58423 2.35916 0.04833
H 2.07726 2.90536 -0.05285
H 2.99608 -2.61431 -0.16162
H 1.61597 2.03604 1.21999
H -0.19820 -2.06218 -0.43806
H -0.08325 -1.50913 1.09499
H -4.16888 0.88109 -0.80648
H -1.85608 0.17545 -2.09682
*
```

=====

What did the first record say?
The following is a DFT calculation (ωB97M-V/def2-TZVPD) of a structure of composition C5H12N2O at a distorted geometry.

Its energy relative to the best compared isomer or geometry (same formula, charge and spin) is 58.81 kcal per mole. The total energy is -10405.8736 eV. Its LUMO energy is 0.81 eV. Its HOMO energy is -7.401 eV.

ORCA input file:
```
! wB97M-V def2-TZVPD RIJCOSX def2/J DEFGRID3
* xyz 0 1
O 1.58408 1.09403 -0.77014
N 0.75821 -2.17175 0.55792
N 1.78170 -0.31779 1.27696
C -1.87385 0.01168 0.15901
C -0.48183 1.77986 -1.75608
C 0.27933 0.87083 -0.82053
C 0.38508 -0.76695 1.04823
C -0.37125 0.07464 0.08025
H -0.02334 -2.81315 0.64640
H -1.20128 1.21957 -2.35321
H -1.03620 2.53804 -1.20159
H 1.98159 0.44073 0.14913
H 1.84619 0.23680 2.12327
H -0.16896 -0.92083 1.98443
H 2.13608 -1.39818 1.16588
H -2.20432 -0.42597 1.10269
H 0.23332 2.27232 -2.40964
H -2.31975 1.00412 0.09939
H 0.99993 -2.14559 -0.42846
H -2.30471 -0.58241 -0.65389
*
```